1.
{"formula": "C43H48F4N5O6Os", "method": "ωB97M-V/def2-TZVPD", "total_charge": -1, "orbital_gap_ha": 0.2042, "lumo_energy_ev": 1.72, "e_above_lowest_kj_mol": 0.0, "e_tot_ha": -2882.924948, "symbols": ["Os", "C", "C", "C", "C", "C", "C", "C", "N", "C", "C", "C", "C", "C", "C", "C", "N", "C", "C", "C", "C", "H", "H", "H", "H", "H", "H", "H", "H", "H", "H", "H", "H", "H", "H", "H", "H", "H", "H", "H", "H", "H", "H", "H", "H", "F", "C", "F", "F", "C", "O", "O", "F", "C", "C", "N", "C", "C", "O", "O", "C", "O", "N", "C", "O", "H", "H", "H", "H", "C", "C", "C", "C", "C", "H", "H", "H", "H", "H", "H", "H", "H", "H", "H", "C", "C", "C", "C", "C", "C", "N", "C", "C", "C", "C", "C", "C", "H", "H", "H", "H", "H", "H", "H", "H", "H", "H"], "xyz": [[-0.023, 0.243, -0.294], [-3.164, -3.792, 4.501], [-2.168, -4.562, 3.622], [-2.928, -5.639, 2.847], [-1.125, -5.250, 4.513], [-1.480, -3.566, 2.695], [-0.601, -2.612, 3.211], [-0.033, -1.667, 2.385], [-0.274, -1.633, 1.071], [-1.113, -2.534, 0.559], [-1.734, -3.512, 1.335], [-1.327, -2.372, -0.882], [-1.873, -3.398, -1.647], [-1.989, -3.291, -3.016], [-1.498, -2.106, -3.558], [-0.968, -1.126, -2.759], [-0.885, -1.209, -1.408], [-2.555, -4.387, -3.905], [-1.431, -4.924, -4.802], [-3.129, -5.545, -3.089], [-3.674, -3.802, -4.777], [-3.673, -4.477, 5.183], [-3.920, -3.297, 3.887], [-2.661, -3.028, 5.095], [-3.357, -6.355, 3.550], [-2.271, -6.185, 2.168], [-3.751, -5.217, 2.267], [-1.611, -6.002, 5.137], [-0.625, -4.543, 5.175], [-0.362, -5.745, 3.910], [-0.366, -2.580, 4.266], [0.621, -0.894, 2.753], [-2.431, -4.193, 0.874], [-2.182, -4.297, -1.138], [-1.514, -1.922, -4.624], [-0.582, -0.229, -3.209], [-0.629, -5.358, -4.202], [-0.998, -4.131, -5.413], [-1.821, -5.695, -5.470], [-2.360, -6.041, -2.493], [-3.553, -6.290, -3.764], [-3.923, -5.209, -2.419], [-3.302, -3.022, -5.441], [-4.463, -3.369, -4.159], [-4.113, -4.588, -5.396], [4.022, -0.355, 2.239], [3.216, 0.655, 2.609], [3.985, 1.604, 3.159], [2.428, 0.184, 3.599], [2.439, 1.202, 1.371], [3.052, 1.981, 0.678], [1.250, 0.742, 1.274], [-7.803, 1.047, 2.232], [-6.919, 0.707, 1.281], [-5.685, 0.298, 1.594], [-4.775, -0.080, 0.637], [-3.415, -0.444, 1.036], [-2.622, 0.778, 1.555], [-3.225, 1.504, 2.344], [-1.422, 0.905, 1.180], [-5.072, -0.021, -0.705], [-4.309, -0.355, -1.590], [-6.353, 0.423, -0.985], [-7.352, 0.819, -0.099], [-8.436, 1.194, -0.491], [-5.332, 0.268, 2.613], [-2.958, -0.918, 0.179], [-3.483, -1.157, 1.862], [-6.580, 0.481, -1.966], [-0.544, 3.936, -1.991], [-1.432, 2.718, -1.693], [-2.341, 3.050, -0.518], [-2.306, 2.441, -2.928], [-0.494, 1.525, -1.550], [-1.175, 4.800, -2.223], [0.118, 3.751, -2.838], [0.077, 4.184, -1.128], [-2.880, 3.978, -0.735], [-1.793, 3.171, 0.414], [-3.086, 2.270, -0.364], [-3.008, 3.266, -3.083], [-2.885, 1.525, -2.800], [-1.693, 2.346, -3.830], [-0.018, 1.441, -2.537], [4.149, -3.652, -1.160], [4.658, -2.442, -1.620], [3.865, -1.316, -1.718], [2.486, -1.329, -1.384], [2.013, -2.552, -0.873], [2.818, -3.675, -0.774], [1.702, -0.195, -1.511], [2.192, 0.717, -2.477], [2.411, 2.072, -2.232], [2.842, 2.920, -3.244], [3.060, 2.455, -4.532], [2.839, 1.108, -4.796], [2.413, 0.261, -3.788], [4.772, -4.534, -1.088], [5.706, -2.362, -1.888], [4.316, -0.386, -2.035], [0.997, -2.629, -0.541], [2.385, -4.590, -0.380], [2.262, 2.452, -1.234], [3.009, 3.966, -3.012], [3.392, 3.125, -5.315], [2.993, 0.713, -5.794], [2.240, -0.788, -4.003]]}

2.
{"formula": "C43H48F6N3O", "method": "ωB97M-V/def2-TZVPD", "total_charge": 1, "orbital_gap_ha": 0.1289, "lumo_energy_ev": -5.19, "e_tot_ha": -2505.762364, "symbols": ["C", "O", "C", "C", "C", "C", "C", "C", "C", "H", "H", "H", "H", "H", "H", "H", "H", "H", "C", "C", "C", "C", "C", "C", "C", "C", "C", "C", "C", "C", "N", "N", "N", "C", "C", "C", "C", "C", "C", "C", "C", "C", "C", "C", "C", "C", "C", "C", "C", "C", "F", "F", "F", "C", "C", "C", "F", "F", "F", "C", "C", "C", "H", "H", "H", "H", "H", "H", "H", "H", "H", "H", "H", "H", "H", "H", "H", "H", "H", "H", "H", "H", "H", "H", "H", "H", "H", "H", "H", "H", "H", "H", "H", "H", "H", "H", "H", "H", "H", "H", "H"], "xyz": [[-0.059, 3.788, 3.212], [-1.464, 4.105, 3.192], [-2.323, 3.127, 3.184], [-3.707, 3.449, 3.190], [-4.687, 2.423, 3.195], [-6.038, 2.756, 3.192], [-6.432, 4.106, 3.187], [-5.466, 5.127, 3.186], [-4.119, 4.813, 3.189], [0.456, 4.751, 3.215], [0.190, 3.212, 4.116], [0.218, 3.208, 2.318], [-1.924, 2.102, 3.205], [-4.328, 1.393, 3.198], [-6.799, 1.971, 3.192], [-7.493, 4.361, 3.185], [-5.769, 6.176, 3.181], [-3.350, 5.583, 3.189], [-0.363, -1.792, 3.421], [-1.617, -1.451, 2.618], [-2.777, -1.045, 3.521], [-1.994, -2.589, 1.678], [-2.847, -3.597, 2.136], [-3.174, -4.681, 1.326], [-2.612, -4.784, 0.056], [-1.728, -3.814, -0.416], [-1.156, -4.003, -1.820], [-2.266, -3.976, -2.868], [-0.331, -5.283, -1.905], [-1.425, -2.703, 0.392], [-0.501, -1.698, -0.092], [0.780, -2.018, -0.409], [1.355, -0.842, -0.813], [2.713, -0.802, -1.314], [2.999, -0.384, -2.638], [1.892, -0.077, -3.641], [0.935, -1.243, -3.863], [2.402, 0.455, -4.979], [4.337, -0.297, -3.035], [5.372, -0.671, -2.180], [5.072, -1.138, -0.902], [3.747, -1.212, -0.461], [3.507, -1.709, 0.968], [4.142, -0.761, 1.983], [4.003, -3.142, 1.138], [0.438, 0.194, -0.761], [0.790, 1.565, -1.086], [1.892, 2.219, -0.488], [2.242, 3.494, -0.888], [3.383, 4.180, -0.186], [4.032, 5.079, -0.979], [2.947, 4.868, 0.923], [4.323, 3.286, 0.259], [1.549, 4.169, -1.888], [0.471, 3.531, -2.489], [-0.244, 4.227, -3.623], [-1.226, 3.453, -4.172], [-0.832, 5.397, -3.222], [0.621, 4.547, -4.639], [0.055, 2.278, -2.073], [-0.764, -0.337, -0.327], [-1.969, 0.304, -0.073], [0.476, -2.034, 2.758], [-0.065, -0.948, 4.055], [-0.550, -2.666, 4.059], [-1.400, -0.584, 1.990], [-3.663, -0.827, 2.911], [-3.024, -1.844, 4.229], [-2.526, -0.140, 4.088], [-3.262, -3.531, 3.143], [-3.864, -5.446, 1.689], [-2.859, -5.628, -0.594], [-0.481, -3.162, -1.997], [-2.834, -3.041, -2.796], [-1.850, -4.046, -3.879], [-2.963, -4.810, -2.713], [0.467, -5.257, -1.156], [-0.958, -6.162, -1.716], [0.130, -5.377, -2.894], [1.302, 0.743, -3.214], [0.481, -1.568, -2.926], [0.122, -0.941, -4.537], [1.472, -2.099, -4.292], [3.028, 1.344, -4.832], [2.976, -0.316, -5.507], [1.553, 0.751, -5.608], [4.578, 0.048, -4.043], [6.411, -0.606, -2.517], [5.870, -1.440, -0.216], [2.427, -1.726, 1.133], [3.757, 0.258, 1.852], [3.913, -1.082, 3.005], [5.231, -0.732, 1.854], [3.506, -3.792, 0.410], [5.086, -3.202, 0.977], [3.767, -3.512, 2.142], [2.452, 1.715, 0.296], [1.849, 5.161, -2.191], [-0.798, 1.785, -2.536], [-2.006, 1.353, -0.343], [-2.836, -0.290, 0.201]]}

3.
{"formula": "C43H48HfN3O3Sb2", "method": "ωB97M-V/def2-TZVPD", "total_charge": 3, "orbital_gap_ha": 0.2415, "lumo_energy_ev": -8.89, "e_above_lowest_kj_mol": 0.0, "e_tot_ha": -2584.962380, "symbols": ["Hf", "C", "N", "C", "C", "O", "C", "O", "C", "C", "O", "N", "C", "C", "H", "H", "H", "H", "H", "H", "H", "H", "H", "H", "H", "H", "H", "H", "H", "H", "C", "C", "C", "Sb", "C", "C", "C", "C", "C", "C", "C", "C", "C", "C", "C", "C", "Sb", "C", "C", "C", "C", "C", "C", "C", "C", "C", "C", "C", "C", "H", "H", "H", "H", "H", "H", "H", "H", "H", "H", "H", "H", "H", "H", "H", "H", "H", "H", "H", "H", "H", "H", "H", "H", "H", "H", "C", "C", "C", "C", "C", "C", "C", "C", "N", "H", "H", "H", "H", "H", "H"], "xyz": [[0.290, 0.597, 0.564], [-0.476, -4.406, -1.237], [-0.322, -2.974, -1.546], [-0.112, -2.617, -2.956], [-0.402, -2.079, -0.617], [-0.261, -0.822, -0.830], [-0.673, -2.448, 0.834], [-1.023, -1.237, 1.522], [-2.431, -1.018, 1.660], [-2.773, 0.307, 1.007], [-1.791, 1.034, 0.637], [-4.014, 0.657, 0.835], [-4.375, 1.886, 0.118], [-5.143, -0.155, 1.304], [-0.091, -4.973, -2.079], [-1.528, -4.657, -1.098], [0.107, -4.669, -0.357], [0.673, -3.254, -3.357], [0.171, -1.572, -3.029], [-1.039, -2.792, -3.503], [0.235, -2.845, 1.287], [-1.460, -3.193, 0.941], [-2.679, -1.000, 2.723], [-2.994, -1.827, 1.192], [-3.548, 2.209, -0.503], [-4.637, 2.665, 0.833], [-5.239, 1.666, -0.505], [-4.856, -0.786, 2.142], [-5.531, -0.761, 0.485], [-5.923, 0.522, 1.645], [2.762, 2.735, 0.502], [3.279, 3.030, -0.899], [2.224, 3.482, -1.912], [0.284, 2.591, -1.692], [-0.089, 1.778, -3.592], [0.752, 0.775, -4.070], [0.588, 0.285, -5.356], [-0.421, 0.791, -6.166], [-1.262, 1.786, -5.690], [-1.097, 2.286, -4.404], [-0.968, 4.266, -1.547], [-1.915, 4.418, -0.539], [-2.672, 5.578, -0.465], [-2.484, 6.589, -1.396], [-1.538, 6.446, -2.401], [-0.777, 5.288, -2.478], [1.558, 4.334, 1.427], [2.852, 4.664, 3.061], [2.831, 3.977, 4.272], [3.753, 4.283, 5.261], [4.704, 5.271, 5.046], [4.726, 5.965, 3.846], [3.797, 5.670, 2.859], [0.253, 2.881, 2.414], [0.717, 1.633, 2.870], [-0.094, 0.779, 3.627], [-1.374, 1.191, 3.983], [-1.835, 2.434, 3.568], [-1.041, 3.255, 2.773], [3.577, 2.495, 1.189], [2.190, 1.772, 0.468], [3.817, 2.158, -1.282], [4.038, 3.813, -0.820], [2.543, 3.268, -2.932], [2.035, 4.555, -1.845], [1.557, 0.386, -3.453], [1.254, -0.479, -5.737], [-0.545, 0.416, -7.173], [-2.042, 2.185, -6.323], [-1.757, 3.069, -4.053], [-2.050, 3.635, 0.197], [-3.406, 5.703, 0.321], [-3.072, 7.495, -1.336], [-1.389, 7.235, -3.125], [-0.040, 5.196, -3.268], [2.087, 3.215, 4.474], [3.726, 3.757, 6.206], [5.421, 5.509, 5.819], [5.457, 6.744, 3.682], [3.815, 6.246, 1.939], [1.772, 1.391, 2.767], [0.313, -0.151, 4.003], [-1.980, 0.572, 4.632], [-2.811, 2.778, 3.888], [-1.426, 4.224, 2.474], [1.959, -0.735, 1.238], [2.503, -1.562, 0.112], [2.704, -2.938, 0.229], [3.150, -3.685, -0.850], [3.410, -3.059, -2.067], [3.275, -1.676, -2.185], [2.828, -0.944, -1.099], [3.778, -3.839, -3.212], [4.015, -4.493, -4.126], [2.766, -0.093, 1.614], [1.676, -1.363, 2.090], [2.533, -3.430, 1.180], [3.314, -4.750, -0.755], [3.527, -1.191, -3.119], [2.761, 0.141, -1.194]]}

4.
{"formula": "C43H48N6O2PS2W", "method": "ωB97M-V/def2-TZVPD", "total_charge": 3, "orbital_gap_ha": [0.1737, 0.1733], "lumo_energy_ev": [-10.70, -10.70], "e_tot_ha": -3350.348346, "symbols": ["W", "O", "C", "N", "C", "C", "C", "C", "C", "C", "N", "C", "O", "C", "C", "C", "C", "C", "N", "C", "C", "C", "C", "C", "N", "H", "H", "H", "H", "H", "H", "H", "H", "H", "H", "H", "H", "C", "C", "C", "P", "C", "C", "C", "C", "C", "C", "C", "C", "C", "C", "N", "C", "C", "C", "C", "C", "C", "C", "C", "C", "H", "H", "H", "H", "H", "H", "H", "H", "H", "H", "H", "H", "H", "H", "H", "H", "H", "H", "H", "H", "H", "H", "H", "H", "H", "H", "H", "H", "H", "H", "H", "S", "C", "N", "C", "C", "S", "H", "H", "H", "H", "H"], "xyz": [[0.064, 0.023, 0.202], [0.303, 3.016, 2.786], [-0.332, 2.177, 2.170], [-0.050, 0.844, 2.108], [0.987, 0.490, 3.042], [0.938, 0.698, 4.408], [2.042, 0.352, 5.177], [3.177, -0.168, 4.578], [3.244, -0.348, 3.203], [2.134, -0.030, 2.430], [1.925, -0.296, 1.047], [3.018, -0.735, 0.323], [4.173, -0.438, 0.488], [2.560, -1.821, -0.604], [3.455, -2.820, -0.959], [2.966, -3.990, -1.519], [1.594, -4.092, -1.709], [0.775, -3.025, -1.378], [1.226, -1.888, -0.816], [-1.539, 2.502, 1.353], [-2.382, 3.553, 1.671], [-3.594, 3.662, 0.999], [-3.886, 2.709, 0.035], [-2.947, 1.728, -0.267], [-1.777, 1.611, 0.366], [0.053, 1.109, 4.865], [2.015, 0.507, 6.244], [4.025, -0.441, 5.187], [4.147, -0.712, 2.742], [4.505, -2.661, -0.765], [3.630, -4.797, -1.780], [1.153, -4.985, -2.119], [-0.290, -3.099, -1.551], [-2.102, 4.235, 2.458], [-4.292, 4.444, 1.253], [-4.832, 2.725, -0.483], [-3.135, 1.001, -1.044], [0.654, 0.357, -5.273], [0.973, 0.047, -3.809], [1.508, -1.385, -3.771], [-0.393, 0.405, -2.492], [-1.174, 1.847, -3.453], [-0.206, 3.031, -3.523], [-2.555, 2.386, -3.107], [-1.621, -0.964, -2.518], [-2.120, -1.458, -3.724], [-2.918, -2.594, -3.786], [-3.382, -3.163, -5.079], [-3.254, -3.222, -2.584], [-2.813, -2.734, -1.372], [-1.979, -1.607, -1.299], [-1.450, -1.159, -0.073], [-2.076, -1.534, 1.179], [-3.437, -1.286, 1.472], [-4.458, -0.778, 0.491], [-3.916, -1.597, 2.740], [-3.131, -2.177, 3.727], [-3.681, -2.530, 5.061], [-1.818, -2.489, 3.394], [-1.281, -2.204, 2.150], [0.058, -2.842, 1.834], [1.579, 0.218, -5.827], [0.343, 1.372, -5.473], [-0.069, -0.343, -5.680], [1.774, 0.726, -3.489], [0.709, -2.115, -3.665], [2.248, -1.516, -2.991], [2.017, -1.612, -4.706], [-1.290, 1.399, -4.446], [-0.301, 3.650, -2.632], [-0.457, 3.651, -4.384], [0.839, 2.740, -3.608], [-2.551, 2.943, -2.174], [-3.324, 1.617, -3.102], [-2.819, 3.091, -3.894], [-1.865, -0.947, -4.641], [-2.960, -2.641, -5.932], [-4.468, -3.120, -5.148], [-3.104, -4.214, -5.141], [-3.873, -4.106, -2.611], [-3.080, -3.240, -0.455], [-4.847, 0.183, 0.816], [-5.305, -1.462, 0.480], [-4.096, -0.702, -0.529], [-4.959, -1.406, 2.938], [-4.760, -2.642, 5.016], [-3.453, -1.747, 5.783], [-3.235, -3.451, 5.431], [-1.202, -3.016, 4.107], [0.216, -3.642, 2.558], [0.919, -2.172, 1.938], [0.033, -3.314, 0.851], [1.344, 2.240, -0.691], [1.864, 3.801, -0.195], [1.916, 4.303, 1.015], [2.370, 5.678, 1.137], [2.326, 6.299, -0.259], [2.325, 4.900, -1.436], [1.611, 3.816, 1.857], [3.377, 5.685, 1.568], [1.712, 6.216, 1.821], [3.180, 6.939, -0.470], [1.405, 6.860, -0.433]]}